Arrangement one

A 3-piece molecular cluster, C3H11NO4 overall, computed with ωB97M-V/def2-TZVPD.

Last columns: bonded neighbours and bond lengths (Å).
Geometry (Å):
1 N -0.0188 -0.5755 -0.0495  C2 1.491, H7 1.022, H8 1.022
2 C -0.9873 0.4612 0.4085  N1 1.491, C3 1.562, C5 1.531, H9 1.107
3 C -1.3902 1.0716 -0.9720  C2 1.562, O4 1.204, H10 1.103
4 O -2.3559 1.7786 -1.0988  C3 1.204
5 C -0.4688 1.5034 1.4034  C2 1.531, O6 1.417, H11 1.109, H12 1.086
6 O 0.0302 0.8780 2.5726  C5 1.417, H13 0.948
7 H 0.2605 -1.1570 0.7433  N1 1.022
8 H 0.8364 -0.0477 -0.2369  N1 1.022
9 H -1.8868 -0.0165 0.8432  C2 1.107
10 H -0.9631 0.6615 -1.9026  C3 1.103
11 H 0.3661 2.1040 0.9895  C5 1.109
12 H -1.2500 2.1292 1.8246  C5 1.086
13 H 0.9151 0.5434 2.5161  O6 0.948
14 O -0.6353 -1.6980 -3.1692  H15 0.971, H16 0.977
15 H -0.3711 -1.4792 -2.2612  O14 0.971
16 H -1.5962 -1.5482 -3.0718  O14 0.977
17 O 3.3943 -1.6914 0.7784  H18 0.960, H19 0.962
18 H 2.4736 -1.4217 0.8109  O17 0.960
19 H 3.6473 -1.4957 -0.1285  O17 0.962

Multiplicity   1
Gap between HOMO and LUMO   10.26 eV
LUMO   0.1 eV
E_HOMO   -10.17 eV
Net charge   0

Here are the Löwdin charges for atoms 1 to 2, given in e:
1. N 0.03
2. C -0.30

---

Arrangement two

A 3-piece molecular cluster, C3H11NO4 overall, computed with ωB97M-V/def2-TZVPD.

Last columns: bonded neighbours and bond lengths (Å).
Geometry (Å):
1 O -1.7598 -1.1445 0.8074  C2 1.222
2 C -1.1197 -0.2583 1.3527  O1 1.222, N3 1.354, H7 1.154
3 N 0.1340 -0.0757 0.8750  C2 1.354, C4 1.368, H8 1.020
4 C 0.9957 0.7748 1.5123  N3 1.368, C5 1.612, H9 1.116, H10 1.062
5 C 1.8665 1.7593 0.5797  C4 1.612, O6 1.349, H11 1.128, H12 1.110
6 O 1.1519 2.2298 -0.4639  C5 1.349, H13 1.012
7 H -1.6402 0.5865 1.9411  C2 1.154
8 H 0.3848 -0.8086 0.2122  N3 1.020
9 H 1.8363 0.2518 2.0265  C4 1.116
10 H 0.5002 1.3440 2.2593  C4 1.062
11 H 2.8473 1.2926 0.2744  C5 1.128
12 H 2.1812 2.6281 1.1944  C5 1.110
13 H 1.0248 1.4692 -1.1199  O6 1.012
14 O -1.9501 -1.6164 -1.8122  H15 0.985, H16 0.977
15 H -1.6981 -1.5026 -0.8670  O14 0.985
16 H -2.4679 -0.7965 -1.9335  O14 0.977
17 O 0.6632 -1.2377 -1.8573  H18 0.946, H19 0.961
18 H 1.0584 -2.0647 -2.0914  O17 0.946
19 H -0.2611 -1.3740 -2.0812  O17 0.961

Multiplicity   1
Gap between HOMO and LUMO   10.30 eV
LUMO   0.7 eV
E_HOMO   -9.60 eV
Net charge   0

Here are the Löwdin charges for atoms 1 to 2, given in e:
1. O -0.02
2. C -0.29

---

Most stable to least stable, the ends of the list are arrangement two and arrangement one.

---

Arrangement one

A 3-piece molecular cluster, C3H11NO4 overall, computed with ωB97M-V/def2-TZVPD.

Last columns: bonded neighbours and bond lengths (Å).
Geometry (Å):
1 C 1.3505 0.6727 -0.9132  C2 1.530, H7 1.091, H8 1.091, H9 1.089
2 C 0.9410 -0.6558 -0.2742  C1 1.530, O3 1.226, N4 1.367
3 O 1.2003 -1.7119 -0.8403  C2 1.226
4 N 0.2917 -0.5827 0.9263  C2 1.367, C5 1.427, H10 1.017
5 C 0.1904 0.6044 1.7125  N4 1.427, O6 1.435, H11 1.080, H12 1.082
6 O -0.7468 1.5574 1.1909  C5 1.435, H13 0.967
7 H 1.8349 0.4220 -1.8582  C1 1.091
8 H 2.0742 1.1795 -0.2728  C1 1.091
9 H 0.4645 1.2296 -1.2153  C1 1.089
10 H 0.0230 -1.4737 1.3370  N4 1.017
11 H 1.1054 1.1781 1.7101  C5 1.080
12 H -0.1056 0.3486 2.7214  C5 1.082
13 H -1.5917 1.1305 0.9959  O6 0.967
14 O -0.5933 -3.3355 0.7608  H15 0.973, H16 0.963
15 H 0.2514 -3.7125 0.4581  O14 0.973
16 H -0.9697 -2.9383 -0.0310  O14 0.963
17 O -1.9197 1.6638 -1.9765  H18 0.971, H19 0.964
18 H -2.0631 1.9244 -2.9003  O17 0.971
19 H -1.7374 2.4993 -1.5312  O17 0.964

Multiplicity   1
Gap between HOMO and LUMO   10.20 eV
LUMO   0.6 eV
E_HOMO   -9.61 eV
Net charge   0

Here are the Löwdin charges for atoms 1 to 2, given in e:
1. C 0.01
2. C -0.50

---

Arrangement two

A 3-piece molecular cluster, C3H11NO4 overall, computed with ωB97M-V/def2-TZVPD.

Last columns: bonded neighbours and bond lengths (Å).
Geometry (Å):
1 O 1.7511 -0.8808 1.1788  C2 1.229
2 C 0.5389 -0.8931 1.3817  O1 1.229, N3 1.357, H7 1.104
3 N -0.2474 0.0763 0.8487  C2 1.357, C4 1.413, H8 1.016
4 C -1.6025 0.2384 1.2145  N3 1.413, C5 1.569, H9 1.105, H10 1.084
5 C -2.5716 0.4565 0.0004  C4 1.569, O6 1.393, H11 1.103, H12 1.096
6 O -2.2310 -0.3100 -1.1115  C5 1.393, H13 0.957
7 H 0.0421 -1.7864 1.7996  C2 1.104
8 H 0.3069 0.7829 0.3733  N3 1.016
9 H -1.7915 1.1507 1.8078  C4 1.105
10 H -1.9532 -0.5920 1.8160  C4 1.084
11 H -2.6678 1.5313 -0.2288  C5 1.103
12 H -3.5771 0.1597 0.3205  C5 1.096
13 H -1.4328 0.0508 -1.4971  O6 0.957
14 O 2.9117 -0.4770 -1.2212  H15 0.984, H16 0.963
15 H 2.4386 -0.4756 -0.3581  O14 0.984
16 H 2.6777 -1.3493 -1.5541  O14 0.963
17 O 0.9074 1.3834 -1.4802  H18 0.966, H19 0.992
18 H 1.3081 2.2621 -1.4948  O17 0.966
19 H 1.6716 0.7681 -1.6261  O17 0.992

Multiplicity   1
Gap between HOMO and LUMO   10.55 eV
LUMO   0.7 eV
E_HOMO   -9.86 eV
Net charge   0

Here are the Löwdin charges for atoms 1 to 2, given in e:
1. O -0.02
2. C -0.29

---

Most stable to least stable, the ends of the list are arrangement one and arrangement two.

---

Arrangement one

A 3-piece molecular cluster, C3H11NO4 overall, computed with ωB97M-V/def2-TZVPD.

Last columns: bonded neighbours and bond lengths (Å).
Geometry (Å):
1 N -1.7485 -0.8827 -1.4591  C2 1.455, H7 1.006, H8 1.013
2 C -1.9614 0.4257 -2.0588  N1 1.455, C3 1.539, H9 1.105, H10 1.093
3 C -0.7814 1.2873 -2.5419  C2 1.539, C4 1.539, H11 1.097, H12 1.096
4 C 0.0608 1.6544 -1.3074  C3 1.539, O5 1.214, O6 1.335
5 O 0.1670 0.9947 -0.2936  C4 1.214
6 O 0.8916 2.6752 -1.5284  C4 1.335, H13 0.963
7 H -1.5454 -0.7732 -0.4801  N1 1.006
8 H -1.0594 -1.4395 -1.9497  N1 1.013
9 H -2.6463 0.2571 -2.9097  C2 1.105
10 H -2.5557 1.0729 -1.4085  C2 1.093
11 H -1.3024 2.1207 -3.0287  C3 1.097
12 H -0.0609 0.7860 -3.1983  C3 1.096
13 H 1.4685 2.9910 -0.8243  O6 0.963
14 O 2.2882 -1.8334 5.7120  H15 0.951, H16 0.978
15 H 3.2288 -1.7873 5.8431  O14 0.951
16 H 2.0946 -1.9455 4.7598  O14 0.978
17 O 1.2062 -2.1078 2.0199  H18 0.945, H19 0.979
18 H 1.0414 -2.3224 2.9255  O17 0.945
19 H 1.2144 -1.1730 1.7282  O17 0.979

Multiplicity   1
Gap between HOMO and LUMO   9.52 eV
LUMO   0.5 eV
E_HOMO   -9.03 eV
Net charge   0

Here are the Löwdin charges for atoms 1 to 2, given in e:
1. N 0.00
2. C -0.30

---

Arrangement two

A 3-piece molecular cluster, C3H11NO4 overall, computed with ωB97M-V/def2-TZVPD.

Last columns: bonded neighbours and bond lengths (Å).
Geometry (Å):
1 O 0.3444 1.1739 -2.1646  C2 1.213
2 C 0.5557 1.0425 -0.9773  O1 1.213, N3 1.357, H7 1.102
3 N 1.6062 0.3760 -0.4360  C2 1.357, C4 1.450, H8 1.006
4 C 1.4950 0.0311 0.9685  N3 1.450, C5 1.533, H9 1.091, H10 1.103
5 C 1.2962 -1.4664 1.2281  C4 1.533, O6 1.400, H11 1.086, H12 1.129
6 O 0.0385 -2.0171 0.9525  C5 1.400, H13 0.972
7 H -0.1559 1.4841 -0.2608  C2 1.102
8 H 2.3106 -0.1018 -0.9720  N3 1.006
9 H 2.4148 0.2952 1.4927  C4 1.091
10 H 0.6537 0.4881 1.5155  C4 1.103
11 H 2.0290 -2.0462 0.6745  C5 1.086
12 H 1.5159 -1.6091 2.3259  C5 1.129
13 H -0.5795 -1.3922 0.5384  O6 0.972
14 O -2.5719 1.2581 -1.8350  H15 0.944, H16 0.965
15 H -2.7060 1.0120 -2.7363  O14 0.944
16 H -1.7095 1.6413 -1.6331  O14 0.965
17 O -1.7803 -0.0273 0.4431  H18 0.966, H19 0.971
18 H -2.3557 -0.4098 1.1185  O17 0.966
19 H -2.4014 0.2676 -0.2425  O17 0.971

Multiplicity   1
Gap between HOMO and LUMO   10.54 eV
LUMO   0.7 eV
E_HOMO   -9.84 eV
Net charge   0

Here are the Löwdin charges for atoms 1 to 2, given in e:
1. O 0.01
2. C -0.37

---

Most stable to least stable, the ends of the list are arrangement two and arrangement one.